ORCA calculation (the ωB97M-V functional and the def2-TZVPD basis) on C28H37FMnN8O7 as an isolated structure in a non-equilibrium geometry.

calculated total energy	-3304.4793	Eh
spin multiplicity	5
<S²>	6.2023
net charge	+1
HOMO-LUMO gap (alpha / beta)	6.03 / 6.22	eV
HOMO (alpha / beta)	-9.3 / -9.5	eV

Geometry as XYZ:
```
82
Properties=species:S:1:pos:R:3:forces:R:3:lowdin_charge:R:1
Mn 0.488674 0.149116 0.346908 0.1 -0.4 1.6 0.92
C 2.902093 1.601514 -6.935519 0.1 -0.2 0.2 -0.06
C 3.458101 0.597059 -5.928156 0.2 0.1 -0.6 -0.19
N 2.912683 0.809071 -4.603645 -0.3 -0.4 0.3 -0.04
C 2.020561 -0.091939 -4.097404 0.1 0.6 0.4 0.06
C 1.395397 0.083931 -2.907382 0.0 -0.2 0.2 -0.01
C 0.645201 -1.081000 -2.299775 0.0 0.0 0.2 -0.57
O 0.125784 -1.934874 -2.993013 0.1 0.0 -0.4 0.07
O 0.713176 -1.107135 -1.019173 0.3 -0.8 -1.1 -0.14
C 1.602695 1.271310 -2.121811 -1.1 -0.3 1.1 -0.25
O 0.928473 1.530058 -1.079322 1.3 0.9 -2.2 -0.03
C 2.689200 2.112740 -2.573260 0.4 0.6 -0.4 -0.03
C 3.142875 3.176975 -1.784466 0.3 -0.1 -0.4 0.11
C 4.235321 3.924230 -2.168072 -0.5 0.0 0.5 -0.18
F 4.659193 4.914155 -1.339507 0.0 -0.2 -0.2 0.06
C 4.890151 3.691427 -3.372788 -0.3 -0.6 -0.6 -0.13
C 4.370566 2.692157 -4.208051 0.4 0.5 0.4 0.04
C 3.321058 1.866164 -3.817656 -0.3 0.1 0.4 -0.12
N 6.042411 4.374459 -3.833584 -0.2 -0.1 0.2 -0.11
C 7.156474 3.561495 -4.290013 0.2 -0.1 -0.1 -0.12
C 7.698928 4.243279 -5.561502 0.1 -0.8 0.1 -0.08
N 7.361966 5.688787 -5.441919 -0.1 0.4 -0.4 0.04
C 7.628243 6.173000 -4.063981 0.1 0.3 0.8 -0.08
C 6.534327 5.563694 -3.158938 -0.1 0.2 0.2 -0.13
H 3.332933 1.429948 -7.918329 0.0 0.0 -0.1 0.08
H 3.117127 2.623160 -6.635085 0.0 0.1 0.0 0.06
H 1.823788 1.486726 -6.997264 -0.1 0.0 -0.1 0.09
H 4.550911 0.643666 -5.880126 -0.1 -0.1 0.0 0.12
H 3.187389 -0.408934 -6.251324 0.1 0.0 0.2 0.13
H 1.849834 -0.997795 -4.660915 -0.1 0.0 -0.1 0.15
H 2.641050 3.374398 -0.851287 0.0 0.0 0.2 0.15
H 4.823409 2.569204 -5.176628 0.1 -0.1 -0.1 0.10
H 6.825856 2.548925 -4.513839 0.1 0.1 0.0 0.13
H 7.937666 3.482516 -3.520131 -0.1 0.0 -0.1 0.14
H 7.209124 3.851298 -6.454969 0.0 0.2 0.0 0.14
H 8.777811 4.115232 -5.662378 -0.1 0.2 0.0 0.14
H 6.339948 5.761318 -5.559285 0.3 0.0 -0.2 0.19
H 7.841485 6.244251 -6.155347 -0.2 -0.1 0.1 0.19
H 7.593532 7.261649 -4.031345 0.0 -0.1 -0.2 0.14
H 8.629580 5.852411 -3.770410 -0.1 0.0 -0.2 0.14
H 5.704707 6.263014 -3.029623 0.2 0.0 0.0 0.14
H 6.958682 5.358403 -2.166194 0.0 0.1 -0.2 0.14
N 0.774957 -2.881483 1.265300 0.3 0.2 0.1 0.06
N -0.417459 -3.562129 1.018083 0.0 -0.5 0.2 0.02
C -1.496213 -2.911204 0.579581 -0.5 0.3 -0.4 -0.37
N -2.631952 -3.569876 0.320772 -0.2 0.0 -0.1 0.21
N -1.353001 -1.594516 0.471002 1.2 0.0 0.7 0.11
N -2.246398 -0.789061 -0.045847 -0.5 -0.6 0.0 -0.41
O -1.836531 0.358675 -0.220849 0.3 0.6 -0.1 0.03
O -3.387799 -1.135541 -0.305406 -0.7 0.1 -0.3 0.05
H 1.568407 -3.505274 1.230977 -0.2 0.0 0.0 0.10
H 0.734147 -2.312871 2.107198 -0.1 -0.2 0.1 0.07
H -0.469253 -4.556026 1.212105 -0.1 0.4 0.1 0.16
H -2.670029 -4.571529 0.265398 0.1 0.0 0.0 0.12
H -3.398506 -3.007133 -0.043773 0.3 -0.2 0.1 0.10
C 2.496821 0.095575 0.938825 0.2 -0.1 0.0 -0.10
H 3.115252 -0.390821 0.180096 -0.3 0.0 -0.1 0.01
H 2.598085 -0.458473 1.872257 -0.3 0.0 0.0 0.01
H 2.875767 1.105344 1.107319 -0.3 0.1 -0.1 0.01
C -3.004304 2.645303 7.467227 0.0 0.0 0.0 -0.05
C -2.387925 2.210560 6.171894 0.1 0.0 -0.2 -0.26
C -1.345538 2.922479 5.596688 -0.1 -0.1 0.0 -0.01
C -0.711124 2.488645 4.440667 -0.1 -0.2 -0.1 -0.19
C 0.421774 3.286318 3.874019 0.1 0.2 -0.1 -0.04
C -1.123052 1.288062 3.849848 -0.1 0.2 0.2 -0.05
C -2.214637 0.584849 4.380434 0.1 0.0 0.0 -0.19
C -2.748737 -0.645100 3.707078 0.0 -0.1 0.0 -0.03
C -2.828609 1.059496 5.528782 0.1 0.1 0.0 -0.01
C -0.356979 0.719661 2.705804 0.5 -1.1 0.3 -0.56
O 0.049447 1.461101 1.758355 -0.1 0.9 -0.6 -0.08
O -0.061982 -0.498763 2.670361 -0.2 0.3 0.4 -0.05
H -2.696907 3.653873 7.732085 0.0 0.1 0.0 0.07
H -2.687165 1.972906 8.265500 0.0 0.0 0.1 0.09
H -4.090577 2.611576 7.412496 -0.1 0.0 0.0 0.08
H -0.999567 3.835791 6.060322 0.0 0.1 0.1 0.11
H 0.585581 4.188045 4.458576 0.1 0.0 0.1 0.08
H 0.215368 3.563949 2.843489 0.0 0.1 0.0 0.08
H 1.337690 2.698078 3.860731 0.1 0.0 0.0 0.09
H -3.274272 -0.364595 2.793502 -0.1 0.0 -0.1 0.09
H -3.445399 -1.173925 4.352860 -0.1 0.0 0.0 0.08
H -1.933737 -1.309903 3.434434 -0.1 -0.1 0.0 0.06
H -3.660226 0.509831 5.947555 -0.1 -0.1 0.0 0.12
```
Forces are in eV/Å.